Molecular formula: C7H19ErO2P
Method: DFT, ωB97M-V with the def2-TZVPD basis set

Structure (ORCA input):
```
! RIJCOSX wB97M-V def2-TZVPD def2/J DEFGRID3
* xyz 1 4
Er 0.049 0.828 0.321
H 0.869 2.834 0.394
H 0.910 2.717 -0.402
P -0.270 -0.404 -2.383
C 1.056 -1.277 -3.193
H 0.810 -1.424 -4.252
H 1.989 -0.709 -3.124
H 1.210 -2.251 -2.719
C -1.831 -1.195 -2.816
H -2.653 -0.598 -2.401
H -1.938 -1.262 -3.908
H -1.857 -2.198 -2.375
C -0.347 1.253 -3.150
H 0.621 1.781 -3.081
H -0.586 1.116 -4.219
H -1.136 1.878 -2.698
C 2.096 -0.358 -0.098
O 3.060 -0.976 -0.262
H -1.726 0.972 -0.177
H -0.208 -0.891 -0.947
C -1.098 0.690 4.340
C 0.020 0.092 3.589
C 1.065 -0.693 4.265
O 0.085 0.270 2.327
H -0.933 0.526 5.416
H -2.049 0.217 4.044
H -1.192 1.770 4.143
H 1.016 -1.750 3.966
H 2.078 -0.326 4.051
H 0.890 -0.633 5.347
*
```

Results
Total energy in eV: -48561.451
LUMO energy (alpha / beta) in eV: -4.1 / -4.1

=====

Molecular formula: C2H3N3O2
Method: DFT, ωB97M-V with the def2-TZVPD basis set

Structure (ORCA input):
```
! RIJCOSX wB97M-V def2-TZVPD def2/J DEFGRID3
* xyz 0 1
H 0.919 2.507 -0.079
N 1.203 1.521 -0.087
C 0.248 0.693 0.018
O -1.160 0.910 -0.011
C -1.663 -0.413 -0.071
N -0.803 -1.325 -0.029
N 0.377 -0.672 0.128
O 1.546 -1.288 -0.212
H -2.756 -0.507 -0.281
H 2.090 -1.428 0.624
*
```

Results
Total energy in eV: -10684.865
Relative energy (zero: lowest compared OMol25 entry of this formula, charge and spin) in kcal/mol: 82.8
SMILES: [H]/N=c1\ocnn1O
LUMO energy in eV: 0.8

=====

Molecular formula: C5H8N
Method: DFT, ωB97M-V with the def2-TZVPD basis set

Structure (ORCA input):
```
! RIJCOSX wB97M-V def2-TZVPD def2/J DEFGRID3
* xyz 1 3
C 0.985 -1.246 -0.059
C 0.556 -0.065 -0.576
C -0.901 -1.741 0.057
C -0.676 -0.336 0.162
C 1.182 1.079 -1.325
N -0.793 0.546 1.380
H -0.985 -2.026 -0.978
H -1.085 -2.486 0.888
H 1.461 1.952 -0.664
H 0.647 1.581 -2.190
H 1.986 0.531 -1.697
H -0.025 1.284 1.200
H -0.680 -0.074 2.326
H -1.673 1.001 1.474
*
```

Results
Total energy in eV: -6788.836
Relative energy (zero: lowest compared OMol25 entry of this formula, charge and spin) in kcal/mol: 132.4
LUMO energy (alpha / beta) in eV: -3.8 / -7.1

=====

Molecular formula: C33H45BrIN3O14S
Method: DFT, ωB97M-V with the def2-TZVPD basis set

Structure (ORCA input):
```
! RIJCOSX wB97M-V def2-TZVPD def2/J DEFGRID3
* xyz 0 1
C -3.134 4.290 -1.793
C -3.839 3.274 -2.812
C -3.025 1.921 -2.788
N -1.762 1.985 -3.274
C -1.174 0.736 -3.144
C 0.249 0.611 -3.635
C 0.915 1.861 -4.280
C 1.440 2.934 -3.200
C 3.002 2.764 -3.106
C 3.769 3.933 -2.354
C 3.033 5.328 -2.368
C 4.063 6.479 -1.952
O 5.148 5.903 -1.196
C 5.626 6.764 -0.206
C 6.763 7.776 -0.586
O 5.181 6.673 0.909
C 1.009 -0.615 -3.544
Br 2.863 -0.707 -4.198
C 0.341 -1.832 -2.958
I 1.547 -3.631 -2.867
C -1.032 -1.768 -2.493
C -1.725 -3.041 -1.934
C -2.341 -2.882 -0.481
C -3.873 -3.320 -0.559
S -4.894 -2.696 0.846
C -1.788 -0.471 -2.583
N -3.104 -0.486 -2.139
C -3.720 0.710 -2.239
N -5.094 0.768 -1.748
H -2.408 4.976 -2.315
H -2.539 3.734 -1.009
H -3.908 4.897 -1.243
H -4.898 3.147 -2.493
H -3.767 3.747 -3.829
H 0.104 2.377 -4.876
H 1.732 1.632 -5.006
H 1.121 3.932 -3.623
H 0.898 2.819 -2.229
H 3.185 1.826 -2.500
H 3.481 2.614 -4.109
H 4.742 4.084 -2.910
H 3.955 3.663 -1.284
H 2.153 5.334 -1.662
H 2.606 5.561 -3.383
H 4.415 6.932 -2.929
H 3.564 7.307 -1.381
H 7.596 7.706 0.170
H 7.224 7.479 -1.571
H 6.309 8.797 -0.616
H -2.579 -3.272 -2.639
H -1.082 -3.956 -1.930
H -2.306 -1.824 -0.115
H -1.854 -3.517 0.302
H -3.995 -4.440 -0.565
H -4.359 -2.952 -1.509
H -4.236 -1.707 1.531
H -5.720 1.147 -2.461
H -5.077 1.465 -0.992
C -4.669 -6.265 3.678
C -5.518 -7.501 3.624
O -5.852 -7.597 2.236
C -4.893 -6.930 1.546
O -4.777 -6.954 0.358
O -4.078 -6.230 2.381
H -3.905 -6.317 4.453
H -5.258 -5.355 3.821
H -4.975 -8.389 3.914
H -6.415 -7.418 4.234
C -7.068 -10.527 7.619
C -6.278 -11.524 6.818
O -5.677 -10.714 5.811
C -5.618 -9.446 6.294
O -5.022 -8.555 5.769
O -6.324 -9.323 7.447
H -7.135 -10.796 8.672
H -8.076 -10.378 7.226
H -5.489 -12.002 7.404
H -6.906 -12.295 6.373
C 6.155 -1.990 -1.614
C 6.638 -1.480 -2.942
O 8.055 -1.516 -2.802
C 8.343 -2.436 -1.841
O 9.438 -2.831 -1.596
O 7.215 -2.847 -1.200
H 5.218 -2.539 -1.692
H 6.038 -1.191 -0.876
H 6.349 -2.132 -3.771
H 6.294 -0.468 -3.151
C 3.559 8.456 3.524
C 4.394 7.289 3.963
O 3.788 6.908 5.197
C 2.502 7.352 5.167
O 1.671 7.059 5.968
O 2.288 8.173 4.102
H 3.486 8.532 2.439
H 3.925 9.407 3.922
H 4.337 6.449 3.268
H 5.440 7.555 4.111
*
```

Results
Total energy in eV: -157061.625
LUMO energy in eV: -0.7

=====

Molecular formula: C45H37N5O3PRb
Method: DFT, ωB97M-V with the def2-TZVPD basis set

Structure (ORCA input):
```
! RIJCOSX wB97M-V def2-TZVPD def2/J DEFGRID3
* xyz 0 1
Rb 0.639 0.834 -0.587
C 0.594 1.022 -4.001
O -0.388 1.222 -3.003
C -1.706 1.276 -3.370
C -2.100 1.301 -4.703
C -3.449 1.363 -5.023
C -4.398 1.394 -4.019
C -3.999 1.359 -2.691
C -2.656 1.300 -2.337
N -2.206 1.238 -0.950
N -3.208 1.267 -0.179
C -3.116 1.152 1.188
C -1.923 0.914 1.934
O -0.761 0.891 1.440
C -2.080 0.679 3.357
C -3.278 0.739 3.972
C -4.477 1.030 3.251
C -5.713 1.114 3.919
C -6.867 1.392 3.236
C -6.797 1.595 1.850
C -5.603 1.518 1.179
C -4.396 1.232 1.856
H 0.377 0.123 -4.584
H 1.546 0.889 -3.483
H 0.662 1.886 -4.666
H -1.362 1.282 -5.491
H -3.750 1.386 -6.062
H -5.452 1.439 -4.258
H -4.729 1.364 -1.898
H -1.171 0.469 3.909
H -3.348 0.568 5.041
H -5.726 0.951 4.991
H -7.814 1.460 3.755
H -7.699 1.817 1.292
H -5.583 1.685 0.113
N 0.309 3.775 -0.254
C 1.237 4.555 0.417
C 1.384 5.903 0.194
C 2.376 6.646 0.865
C 3.217 6.058 1.765
C 3.095 4.670 2.020
C 3.918 3.982 2.944
C 3.736 2.646 3.144
C 2.733 1.983 2.403
N 1.967 2.577 1.532
C 2.120 3.913 1.343
H -0.447 4.292 -0.677
H -0.044 2.992 0.287
H 0.720 6.402 -0.501
H 2.451 7.706 0.662
H 3.969 6.635 2.287
H 4.679 4.531 3.486
H 4.340 2.088 3.846
H 2.569 0.918 2.549
O 3.856 1.336 -0.747
N 4.028 0.164 -1.504
C 3.739 -0.852 -0.802
C 3.836 -2.201 -1.403
C 5.014 -2.576 -2.036
C 5.131 -3.834 -2.611
C 4.072 -4.724 -2.549
C 2.893 -4.356 -1.914
C 2.760 -3.100 -1.335
P 1.213 -2.504 -0.564
C -0.036 -3.723 -1.068
C -0.627 -4.630 -0.194
C -1.634 -5.478 -0.639
C -2.052 -5.433 -1.959
C -1.471 -4.526 -2.837
C -0.478 -3.671 -2.390
C 1.499 -2.823 1.204
C 2.168 -3.953 1.675
C 2.343 -4.151 3.034
C 1.847 -3.220 3.939
C 1.188 -2.091 3.480
C 1.015 -1.884 2.116
H 4.131 2.032 -1.353
H 3.424 -0.711 0.234
H 5.838 -1.876 -2.078
H 6.052 -4.114 -3.105
H 4.163 -5.705 -2.995
H 2.060 -5.046 -1.881
H -0.310 -4.674 0.840
H -2.090 -6.172 0.054
H -2.838 -6.092 -2.303
H -1.800 -4.475 -3.866
H -0.048 -2.952 -3.079
H 2.557 -4.679 0.970
H 2.866 -5.029 3.389
H 1.978 -3.376 5.002
H 0.804 -1.359 4.179
H 0.518 -0.966 1.805
*
```

Results
Total energy in eV: -70801.829
Relative energy (zero: lowest compared OMol25 entry of this formula, charge and spin) in kcal/mol: 17.2
LUMO energy in eV: 0.1

=====

Molecular formula: C4H11NO2
Method: DFT, ωB97M-V with the def2-TZVPD basis set

Structure (ORCA input):
```
! RIJCOSX wB97M-V def2-TZVPD def2/J DEFGRID3
* xyz 0 1
C 0.260 -2.115 -0.513
C 0.371 -1.319 0.798
C -0.617 -0.152 0.804
O -1.673 -0.219 1.402
N -0.232 0.946 0.117
C -0.889 2.226 0.228
H 0.453 -3.184 -0.402
H -0.738 -2.054 -0.927
H 0.950 -1.730 -1.257
H 1.366 -0.901 0.882
H 0.065 -1.909 1.650
H 0.553 0.900 -0.510
H -0.330 2.896 0.869
H -1.880 2.099 0.649
H -1.074 2.663 -0.756
O 2.254 0.690 -1.831
H 2.442 1.467 -2.369
H 1.583 0.175 -2.307
*
```

Results
Total energy in eV: -9911.840
Relative energy (zero: lowest compared OMol25 entry of this formula, charge and spin) in kcal/mol: 9.3
SMILES: CCC(=O)NC.O
LUMO energy in eV: 0.4

=====

Molecular formula: CH4O3S
Method: DFT, ωB97M-V with the def2-TZVPD basis set

Structure (ORCA input):
```
! RIJCOSX wB97M-V def2-TZVPD def2/J DEFGRID3
* xyz 0 1
C -0.475 0.313 0.012
O -0.812 0.969 1.119
O -0.786 -0.990 0.022
O -0.735 0.947 -1.158
S 2.013 0.282 0.049
H -1.229 1.853 0.974
H -1.096 -1.266 0.860
H -0.885 0.264 -1.773
H 1.755 -0.833 -0.714
*
```

Results
Total energy in eV: -18078.024
Relative energy (zero: lowest compared OMol25 entry of this formula, charge and spin) in kcal/mol: 42.0
LUMO energy in eV: 0.0

=====

Molecular formula: H2N5O2
Method: DFT, ωB97M-V with the def2-TZVPD basis set

Structure (ORCA input):
```
! RIJCOSX wB97M-V def2-TZVPD def2/J DEFGRID3
* xyz -1 1
N 1.339 -0.119 -0.230
N 0.762 -0.826 0.706
N -0.462 -0.251 0.836
N 0.525 0.771 -0.741
N -0.713 0.676 -0.200
O 0.889 1.536 -1.672
O -1.675 1.449 -0.263
H 0.543 -2.603 0.242
H -1.208 -0.633 1.323
*
```

Results
Total energy in eV: -11569.115
Relative energy (zero: lowest compared OMol25 entry of this formula, charge and spin) in kcal/mol: 116.5
LUMO energy (alpha / beta) in eV: 4.3 / 4.6